i.
{"formula": "C2H4N4S", "method": "ωB97M-V with the def2-TZVPD basis set", "species": ["S", "N", "N", "N", "N", "C", "C", "H", "H", "H", "H"], "coordinates": [[-3.4197, -0.0222, 0.0362], [0.0587, 1.4849, 0.0587], [-1.1840, 1.6340, -0.0419], [0.3457, 0.1914, -0.0857], [-0.7845, -0.4704, -0.0212], [-1.8232, 0.3869, -0.0288], [1.6718, -0.3388, 0.0733], [1.8660, -0.4770, 1.2008], [2.3512, 0.3910, -0.4784], [-0.7604, -1.4705, -0.2049], [1.6784, -1.3094, -0.5082]], "gap_ev": 8.277, "smiles": "Cn1nnc(=S)[nH]1"}



ii.
{"formula": "C2H4N4S", "method": "ωB97M-V with the def2-TZVPD basis set", "species": ["S", "N", "N", "N", "N", "C", "C", "H", "H", "H", "H"], "coordinates": [[1.7164, -0.4382, -1.5039], [-0.9854, 0.4425, 1.1287], [0.8909, -0.0038, 2.1148], [0.4799, -0.1481, -0.4330], [0.1930, 0.1558, 1.0864], [-1.6649, 0.4236, -0.0552], [-0.6996, 0.1493, -1.0296], [1.6011, -1.6980, -1.1249], [1.8881, 0.0736, 1.9366], [-2.6151, 0.8857, -0.0204], [-0.8042, 0.1575, -2.0997]], "gap_ev": 8.062}



Stability verdict: i, ahead by 0.0956 hartree



i.
{"formula": "C2H4N4S", "method": "ωB97M-V with the def2-TZVPD basis set", "species": ["S", "N", "N", "N", "N", "C", "C", "H", "H", "H", "H"], "coordinates": [[-1.4725, -1.4973, 2.2355], [-0.3456, -0.2548, 1.7181], [-0.2073, -0.0945, 0.4569], [-0.3434, -0.7292, -0.6569], [0.4429, 1.0472, 0.2445], [0.3041, -0.0253, -1.6525], [0.7761, 1.1393, -1.0825], [0.0181, -0.2897, -2.5926], [0.5753, 1.3475, 1.3409], [-1.2441, -2.4231, 1.2895], [1.4965, 1.7799, -1.3009]], "gap_ev": 8.336}



ii.
{"formula": "C2H4N4S", "method": "ωB97M-V with the def2-TZVPD basis set", "species": ["S", "N", "N", "N", "N", "C", "C", "H", "H", "H", "H"], "coordinates": [[2.1392, -0.2073, 0.2363], [-1.7733, -3.1876, 0.4490], [-0.8435, -2.5798, 0.5841], [-0.4387, 0.0952, -0.0869], [-0.3580, 1.4184, -0.4708], [0.1917, -1.9841, 0.9234], [0.5796, -0.6793, 0.4313], [0.9336, -2.5820, 1.5759], [-1.3886, -0.2500, 0.2235], [0.2267, 2.0614, 0.1445], [0.2418, 1.2595, -1.3560]], "gap_ev": 8.565}



Stability verdict: ii, ahead by 0.0702 hartree



i.
{"formula": "CH3NSi", "method": "ωB97M-V with the def2-TZVPD basis set", "species": ["Si", "N", "C", "H", "H", "H"], "coordinates": [[-0.6173, -0.0272, -0.0043], [2.4374, 0.0363, 0.0659], [1.2199, -0.1063, -0.1412], [-1.3735, -0.9775, -0.8955], [-0.9385, -0.2283, 1.2923], [-0.7280, 1.3031, -0.3172]], "gap_ev": 12.380, "smiles": "N#C[SiH3]"}



ii.
{"formula": "CH3NSi", "method": "ωB97M-V with the def2-TZVPD basis set", "species": ["Si", "N", "C", "H", "H", "H"], "coordinates": [[0.2719, -0.0059, 0.0493], [3.7172, 0.0018, -0.0500], [2.1182, -0.0073, 0.0683], [-0.1377, 1.2880, 0.5931], [-0.1280, -0.1731, -1.3485], [-0.1377, -1.1309, 0.8873]], "gap_ev": [9.553, 9.562], "smiles": "N#C[SiH3]"}



Stability verdict: i, ahead by 0.1724 hartree



i.
{"formula": "C2H3NO2", "method": "ωB97M-V with the def2-TZVPD basis set", "species": ["O", "O", "N", "C", "C", "H", "H", "H"], "coordinates": [[0.8880, 1.3620, 0.1892], [1.8421, -0.5388, 0.1986], [0.8275, -1.0816, -0.1678], [-0.2010, 0.9755, -0.1790], [-0.4532, -0.4993, 0.1246], [-0.8557, -0.5465, 1.2496], [-0.8394, 1.4577, -0.8614], [-1.2083, -1.1291, -0.5539]], "gap_ev": [8.072, 8.072], "smiles": "O=CCN=O"}



ii.
{"formula": "C2H3NO2", "method": "ωB97M-V with the def2-TZVPD basis set", "species": ["O", "O", "N", "C", "C", "H", "H", "H"], "coordinates": [[-2.2114, 0.6484, 0.0275], [2.1932, 0.8259, 0.0672], [-0.8600, 0.5745, -0.0617], [-0.3135, -0.5009, 0.0467], [1.8000, -0.2840, 0.0272], [2.2571, -1.3057, -0.2360], [-0.5280, -1.5874, -0.0877], [-2.3374, 1.6293, 0.2170]], "gap_ev": 9.070}



Stability verdict: i, ahead by 0.0128 hartree